[1]
DFT (ωB97M-V/def2-TZVPD) results for a molecular structure, C19H40N4PSSi2SrTe at a distorted geometry.

The geometry in XYZ format:
```
69
Properties=species:S:1:pos:R:3:nbo_charge:R:1
Sr -0.452 0.007 0.162 1.6665
C -4.846 -1.557 -0.872 -0.6959
C -3.407 -1.146 -0.829 0.1993
N -2.758 -0.915 0.268 -0.3504
N -3.459 -1.113 1.418 -0.4785
C -2.829 -0.841 2.550 0.3208
N -3.551 -1.135 3.647 -0.7750
S -1.256 -0.155 2.851 -0.5602
C -2.665 -1.018 -2.109 0.1754
C -3.268 -1.337 -3.321 -0.2327
C -2.548 -1.219 -4.498 -0.1257
C -1.228 -0.805 -4.451 -0.2557
C -0.688 -0.532 -3.209 0.0641
N -1.378 -0.619 -2.068 -0.5714
H -5.249 -1.578 0.132 0.2713
H -4.954 -2.552 -1.312 0.2344
H -5.428 -0.859 -1.480 0.2288
H -4.462 -1.547 3.540 0.4076
H -3.166 -0.968 4.559 0.4121
H -4.293 -1.676 -3.340 0.2384
H -3.015 -1.454 -5.445 0.2356
H -0.627 -0.712 -5.345 0.2387
H 0.350 -0.230 -3.120 0.1927
C 3.500 -4.305 0.922 -1.1277
Si 2.389 -3.188 1.905 1.6511
C 0.594 -3.498 1.489 -1.1461
C 2.696 -3.342 3.728 -1.1217
C 2.728 -1.393 1.394 -1.1110
Te 2.225 -1.087 -0.670 0.3557
C 3.822 0.220 -1.211 -1.1062
Si 3.710 1.971 -0.531 1.6478
C 2.168 2.748 -1.250 -1.1091
C 5.232 2.869 -1.098 -1.1210
C 3.598 1.974 1.325 -1.1238
H 3.365 -5.347 1.222 0.2526
H 4.552 -4.051 1.081 0.2441
H 3.290 -4.235 -0.147 0.2448
H 0.270 -4.473 1.863 0.2616
H 0.430 -3.505 0.404 0.2273
H -0.058 -2.743 1.946 0.2472
H 2.524 -4.367 4.064 0.2520
H 2.031 -2.685 4.295 0.2493
H 3.727 -3.077 3.975 0.2460
H 3.781 -1.118 1.482 0.2564
H 2.148 -0.706 2.016 0.2341
H 3.806 0.248 -2.304 0.2550
H 4.735 -0.303 -0.921 0.2555
H 2.176 2.700 -2.342 0.2439
H 2.100 3.802 -0.966 0.2528
H 1.254 2.259 -0.894 0.1952
H 5.317 2.859 -2.187 0.2463
H 6.131 2.404 -0.687 0.2491
H 5.217 3.911 -0.771 0.2506
H 2.677 1.515 1.693 0.2251
H 3.619 3.006 1.686 0.2546
H 4.442 1.451 1.781 0.2481
C -3.665 2.392 0.908 -0.9360
P -2.086 2.717 0.045 0.7266
C -1.641 4.355 0.725 -0.9296
C -2.672 3.173 -1.632 -0.9342
H -4.359 3.220 0.756 0.2311
H -3.471 2.269 1.974 0.2543
H -4.113 1.468 0.544 0.2430
H -2.466 5.055 0.585 0.2332
H -0.754 4.745 0.225 0.2380
H -1.427 4.267 1.790 0.2476
H -3.454 3.932 -1.574 0.2334
H -3.068 2.294 -2.143 0.2344
H -1.842 3.566 -2.221 0.2385
```

Output
HOMO-LUMO gap	7.453	eV
E_LUMO	-2.9	eV
charge	+1
F_max	1.7	eV/A
energy relative to the best compared isomer or geometry (same formula, charge and spin)	10.7	kcal per mole
energy	-70320.0592	eV

=====

[2]
DFT (ωB97M-V/def2-TZVPD) results for 2 unconnected molecules or ions with the total composition C19H41BrF2NO5P2 at a distorted geometry.

The geometry in XYZ format:
```
71
Properties=species:S:1:pos:R:3:lowdin_charge:R:1
C -4.547 2.234 0.880 -0.0817
C -3.382 2.016 -0.097 -0.2061
C -1.926 2.043 0.435 -0.1465
C -1.625 1.712 1.902 -0.2737
C -1.902 3.024 2.701 -0.0611
N -2.440 0.604 2.563 0.0088
C -2.917 -0.565 1.748 -0.1587
C -1.869 -1.500 1.095 -0.2728
F -2.643 -2.588 0.677 -0.0005
C -1.086 -1.050 -0.125 -0.1562
C 0.312 -0.503 0.258 -0.0623
C -3.800 -1.500 2.638 -0.1046
C -4.334 -0.846 3.917 -0.1177
C -3.152 -0.258 4.728 -0.5989
F -3.508 0.830 5.463 0.0113
P -2.637 -1.614 5.953 0.7560
O -3.216 -1.404 7.287 -0.3717
C -1.923 0.015 3.841 -0.6030
Br -0.612 1.010 4.840 0.9364
H -4.955 1.309 1.300 0.0656
H -5.383 2.667 0.331 0.0893
H -4.357 2.913 1.709 0.0680
H -3.453 2.756 -0.892 0.1160
H -3.545 1.060 -0.601 0.0961
H -1.295 1.526 -0.281 0.0843
H -1.584 3.072 0.310 0.1252
H -0.568 1.496 2.011 0.1103
H -2.498 3.725 2.129 0.0794
H -2.342 2.845 3.682 0.0607
H -0.933 3.481 2.894 0.0921
H -3.291 1.105 2.834 0.1451
H -3.596 -0.256 0.961 0.1311
H -1.155 -1.924 1.807 0.1512
H -0.901 -1.963 -0.690 0.1240
H -1.645 -0.400 -0.794 0.1029
H 0.542 0.463 -0.184 0.0752
H 1.089 -1.217 0.000 0.0802
H 0.369 -0.385 1.345 0.0618
H -3.230 -2.365 2.982 0.1159
H -4.618 -1.874 2.032 0.1363
H -5.078 -0.069 3.723 0.1337
H -4.791 -1.599 4.556 0.1123
H -3.099 -2.815 5.374 0.0414
H -1.228 -1.689 5.924 0.0178
H -1.445 -0.946 3.678 0.0832
O 3.257 -0.073 -2.386 -0.2339
P 3.922 -0.373 -3.665 0.4363
O 2.862 -0.894 -4.747 -0.1795
C 1.831 -0.013 -5.212 -0.2718
C 2.349 1.037 -6.176 -0.0769
O 4.701 -1.773 -3.431 -0.1949
C 4.859 -2.331 -2.129 -0.2945
C 3.791 -3.370 -1.850 -0.0730
O 5.022 0.243 -4.638 -0.1751
C 5.990 1.188 -4.113 -0.2425
C 6.936 0.551 -3.117 -0.0711
H 1.336 0.457 -4.356 0.1071
H 1.100 -0.646 -5.712 0.1180
H 3.011 1.744 -5.674 0.0674
H 1.520 1.598 -6.607 0.0797
H 2.919 0.571 -6.979 0.0866
H 4.855 -1.551 -1.367 0.0981
H 5.845 -2.798 -2.107 0.1194
H 2.797 -2.969 -2.050 0.0682
H 3.837 -3.701 -0.811 0.0753
H 3.925 -4.238 -2.496 0.0790
H 5.465 2.034 -3.663 0.1174
H 6.539 1.564 -4.973 0.1213
H 6.417 0.276 -2.196 0.0697
H 7.733 1.248 -2.858 0.0844
H 7.375 -0.356 -3.530 0.0894
```

Output
HOMO-LUMO gap	9.397	eV
E_LUMO	-2.7	eV
charge	+1
F_max	5.1	eV/A
energy relative to the best compared isomer or geometry (same formula, charge and spin)	16.0	kcal per mole
energy	-126145.4506	eV

=====

[3]
DFT (ωB97M-V/def2-TZVPD) results for a molecular structure, C19H41IInNO4S at a distorted geometry.

The geometry in XYZ format:
```
68
Properties=species:S:1:pos:R:3:lowdin_charge:R:1
C 0.377 0.491 3.330 -0.1157
C 0.800 0.042 1.859 -0.2989
C 0.000 -1.250 1.370 -0.3317
C -1.582 -1.049 1.270 -0.3158
In -2.227 0.953 0.458 0.6056
C -4.450 0.733 -0.071 -0.2972
C -5.307 1.580 0.994 -0.3186
C -6.772 0.997 1.275 -0.2158
C -6.663 0.003 2.549 -0.2327
S -7.642 -1.525 2.160 0.7122
O -6.980 -2.245 1.022 -0.3299
O -9.041 -1.080 1.870 -0.3442
O -7.580 -2.495 3.545 -0.2086
C -2.122 2.664 1.938 -0.3099
C -0.720 3.388 2.029 -0.8503
O 0.164 3.394 1.166 -0.1108
I -0.302 4.536 3.877 0.6315
H 0.871 -0.231 4.062 0.0792
H -0.753 0.423 3.445 0.0692
H 0.763 1.548 3.554 0.0444
H 0.691 0.849 1.062 0.0596
H 1.927 -0.204 1.902 0.0917
H 0.181 -2.078 2.152 0.1007
H 0.491 -1.627 0.410 0.0736
H -2.061 -1.333 2.275 0.0398
H -1.965 -1.843 0.529 0.0381
H -1.384 1.428 -1.057 -0.0971
H -4.736 -0.364 0.068 0.0323
H -4.653 1.038 -1.146 0.0281
H -4.767 1.584 2.012 0.0740
H -5.311 2.679 0.665 0.1053
H -7.423 1.867 1.625 0.1095
H -7.275 0.521 0.379 0.1153
H -7.010 0.505 3.518 0.1149
H -5.581 -0.299 2.716 0.1078
H -7.582 -1.902 4.335 0.0850
H -2.538 2.352 2.964 0.0428
H -2.864 3.461 1.560 0.0627
C 5.153 -2.905 -4.047 -0.1026
C 3.696 -2.891 -3.605 -0.2270
C 3.062 -1.529 -3.319 -0.1127
N 3.661 -0.703 -2.168 -0.2339
C 2.583 0.322 -1.771 -0.0871
C 3.088 1.349 -0.771 -0.1660
C 4.331 2.063 -1.269 -0.1836
C 5.408 1.061 -1.649 -0.1692
C 4.901 0.043 -2.660 -0.1017
C 3.962 -1.595 -0.987 0.0372
H 5.834 -2.710 -3.218 0.0582
H 5.413 -3.894 -4.430 0.0834
H 5.337 -2.179 -4.842 0.0845
H 3.567 -3.560 -2.750 0.1092
H 3.109 -3.342 -4.413 0.1240
H 2.015 -1.702 -3.054 0.1373
H 3.075 -0.897 -4.211 0.1358
H 2.267 0.818 -2.694 0.1460
H 1.739 -0.237 -1.362 0.1268
H 2.299 2.083 -0.588 0.1304
H 3.292 0.877 0.195 0.1037
H 4.708 2.742 -0.501 0.1249
H 4.078 2.678 -2.140 0.1251
H 5.784 0.556 -0.753 0.1184
H 6.262 1.592 -2.079 0.1264
H 5.681 -0.683 -2.866 0.1087
H 4.624 0.546 -3.590 0.1417
H 4.772 -2.273 -1.251 0.1005
H 3.055 -2.149 -0.741 0.1172
H 4.270 -0.990 -0.138 0.0980
```

Output
HOMO-LUMO gap	6.314	eV
E_LUMO	-0.5	eV
charge	0
F_max	4.2	eV/A
energy	-54151.7164	eV

=====

[4]
DFT (ωB97M-V/def2-TZVPD) results for 2 unconnected molecules or ions with the total composition C19H42BrN4 at a distorted geometry.

The geometry in XYZ format:
```
66
Properties=species:S:1:pos:R:3:nbo_charge:R:1
C 5.194 0.011 2.426 -0.6144
C 4.169 -1.174 2.439 -0.2317
N 3.036 -0.986 1.521 -0.6544
C 1.734 -0.912 2.241 -0.0661
C 1.252 -2.363 2.677 -0.4229
C -0.319 -2.440 2.470 -0.4530
C -0.569 -2.266 0.941 0.1206
N -1.960 -2.445 0.495 -0.6801
C -2.867 -2.482 1.433 0.6195
C -3.502 -1.130 1.917 -0.7413
C -3.432 -3.754 2.089 -0.7489
N -0.035 -0.978 0.367 -0.5428
C 0.754 -0.131 1.306 -0.0605
C -0.210 0.867 2.061 -0.4454
C 0.555 1.866 2.990 -0.2011
C 0.076 3.357 2.849 -0.6436
Br 0.144 1.277 4.868 -0.0391
H 6.091 -0.246 3.039 0.2208
H 4.747 0.916 2.894 0.2001
H 5.563 0.268 1.412 0.2180
H 3.864 -1.318 3.503 0.1863
H 4.751 -2.089 2.167 0.1999
H 3.007 -1.701 0.801 0.3571
H 1.970 -0.361 3.180 0.2414
H 1.763 -3.136 2.057 0.2125
H 1.550 -2.502 3.734 0.2442
H -0.790 -1.676 3.121 0.2250
H -0.672 -3.428 2.843 0.2530
H 0.008 -3.085 0.440 0.2102
H -4.610 -1.247 1.967 0.2520
H -3.133 -0.846 2.925 0.2485
H -3.314 -0.352 1.144 0.2296
H -3.322 -3.726 3.201 0.2577
H -4.535 -3.816 1.913 0.2649
H -2.987 -4.694 1.702 0.2488
H 0.482 -1.188 -0.490 0.4431
H -0.852 -0.418 0.079 0.4550
H 1.391 0.532 0.672 0.2521
H -1.051 0.362 2.569 0.2324
H -0.673 1.487 1.246 0.2141
H 1.652 1.758 2.897 0.2288
H 0.912 3.919 2.372 0.2335
H -0.879 3.472 2.304 0.2236
H -0.004 3.777 3.876 0.2475
C 0.480 3.545 -3.372 -0.6163
C -0.083 2.702 -4.508 -0.2177
N 0.082 1.270 -4.302 -0.4539
C -0.175 0.478 -5.500 -0.2088
C -1.592 0.492 -6.075 -0.6358
C -0.469 0.740 -3.071 -0.2104
C -1.961 0.953 -2.799 -0.6329
H 1.525 3.294 -3.176 0.2120
H 0.434 4.602 -3.639 0.2244
H -0.088 3.419 -2.448 0.1890
H 0.453 2.984 -5.418 0.2078
H -1.135 2.976 -4.668 0.1636
H 0.120 -0.560 -5.312 0.1901
H 0.509 0.824 -6.281 0.1992
H -2.281 -0.096 -5.469 0.1959
H -1.586 0.044 -7.071 0.2223
H -1.989 1.503 -6.176 0.2085
H 0.092 1.177 -2.233 0.1711
H -0.250 -0.333 -3.012 0.1820
H -2.278 1.978 -2.996 0.2185
H -2.177 0.745 -1.745 0.1795
H -2.581 0.280 -3.387 0.2171
```

Output
HOMO-LUMO gap	7.015	eV
E_LUMO	-3.4	eV
charge	+1
F_max	3.2	eV/A
energy	-96378.1020	eV

=====

Repeat the third record exactly.
DFT (ωB97M-V/def2-TZVPD) results for a molecular structure, C19H41IInNO4S at a distorted geometry.

The geometry in XYZ format:
```
68
Properties=species:S:1:pos:R:3:lowdin_charge:R:1
C 0.377 0.491 3.330 -0.1157
C 0.800 0.042 1.859 -0.2989
C 0.000 -1.250 1.370 -0.3317
C -1.582 -1.049 1.270 -0.3158
In -2.227 0.953 0.458 0.6056
C -4.450 0.733 -0.071 -0.2972
C -5.307 1.580 0.994 -0.3186
C -6.772 0.997 1.275 -0.2158
C -6.663 0.003 2.549 -0.2327
S -7.642 -1.525 2.160 0.7122
O -6.980 -2.245 1.022 -0.3299
O -9.041 -1.080 1.870 -0.3442
O -7.580 -2.495 3.545 -0.2086
C -2.122 2.664 1.938 -0.3099
C -0.720 3.388 2.029 -0.8503
O 0.164 3.394 1.166 -0.1108
I -0.302 4.536 3.877 0.6315
H 0.871 -0.231 4.062 0.0792
H -0.753 0.423 3.445 0.0692
H 0.763 1.548 3.554 0.0444
H 0.691 0.849 1.062 0.0596
H 1.927 -0.204 1.902 0.0917
H 0.181 -2.078 2.152 0.1007
H 0.491 -1.627 0.410 0.0736
H -2.061 -1.333 2.275 0.0398
H -1.965 -1.843 0.529 0.0381
H -1.384 1.428 -1.057 -0.0971
H -4.736 -0.364 0.068 0.0323
H -4.653 1.038 -1.146 0.0281
H -4.767 1.584 2.012 0.0740
H -5.311 2.679 0.665 0.1053
H -7.423 1.867 1.625 0.1095
H -7.275 0.521 0.379 0.1153
H -7.010 0.505 3.518 0.1149
H -5.581 -0.299 2.716 0.1078
H -7.582 -1.902 4.335 0.0850
H -2.538 2.352 2.964 0.0428
H -2.864 3.461 1.560 0.0627
C 5.153 -2.905 -4.047 -0.1026
C 3.696 -2.891 -3.605 -0.2270
C 3.062 -1.529 -3.319 -0.1127
N 3.661 -0.703 -2.168 -0.2339
C 2.583 0.322 -1.771 -0.0871
C 3.088 1.349 -0.771 -0.1660
C 4.331 2.063 -1.269 -0.1836
C 5.408 1.061 -1.649 -0.1692
C 4.901 0.043 -2.660 -0.1017
C 3.962 -1.595 -0.987 0.0372
H 5.834 -2.710 -3.218 0.0582
H 5.413 -3.894 -4.430 0.0834
H 5.337 -2.179 -4.842 0.0845
H 3.567 -3.560 -2.750 0.1092
H 3.109 -3.342 -4.413 0.1240
H 2.015 -1.702 -3.054 0.1373
H 3.075 -0.897 -4.211 0.1358
H 2.267 0.818 -2.694 0.1460
H 1.739 -0.237 -1.362 0.1268
H 2.299 2.083 -0.588 0.1304
H 3.292 0.877 0.195 0.1037
H 4.708 2.742 -0.501 0.1249
H 4.078 2.678 -2.140 0.1251
H 5.784 0.556 -0.753 0.1184
H 6.262 1.592 -2.079 0.1264
H 5.681 -0.683 -2.866 0.1087
H 4.624 0.546 -3.590 0.1417
H 4.772 -2.273 -1.251 0.1005
H 3.055 -2.149 -0.741 0.1172
H 4.270 -0.990 -0.138 0.0980
```

Output
HOMO-LUMO gap	6.314	eV
E_LUMO	-0.5	eV
charge	0
F_max	4.2	eV/A
energy	-54151.7164	eV

=====

What did the first record say?
DFT (ωB97M-V/def2-TZVPD) results for a molecular structure, C19H40N4PSSi2SrTe at a distorted geometry.

The geometry in XYZ format:
```
69
Properties=species:S:1:pos:R:3:nbo_charge:R:1
Sr -0.452 0.007 0.162 1.6665
C -4.846 -1.557 -0.872 -0.6959
C -3.407 -1.146 -0.829 0.1993
N -2.758 -0.915 0.268 -0.3504
N -3.459 -1.113 1.418 -0.4785
C -2.829 -0.841 2.550 0.3208
N -3.551 -1.135 3.647 -0.7750
S -1.256 -0.155 2.851 -0.5602
C -2.665 -1.018 -2.109 0.1754
C -3.268 -1.337 -3.321 -0.2327
C -2.548 -1.219 -4.498 -0.1257
C -1.228 -0.805 -4.451 -0.2557
C -0.688 -0.532 -3.209 0.0641
N -1.378 -0.619 -2.068 -0.5714
H -5.249 -1.578 0.132 0.2713
H -4.954 -2.552 -1.312 0.2344
H -5.428 -0.859 -1.480 0.2288
H -4.462 -1.547 3.540 0.4076
H -3.166 -0.968 4.559 0.4121
H -4.293 -1.676 -3.340 0.2384
H -3.015 -1.454 -5.445 0.2356
H -0.627 -0.712 -5.345 0.2387
H 0.350 -0.230 -3.120 0.1927
C 3.500 -4.305 0.922 -1.1277
Si 2.389 -3.188 1.905 1.6511
C 0.594 -3.498 1.489 -1.1461
C 2.696 -3.342 3.728 -1.1217
C 2.728 -1.393 1.394 -1.1110
Te 2.225 -1.087 -0.670 0.3557
C 3.822 0.220 -1.211 -1.1062
Si 3.710 1.971 -0.531 1.6478
C 2.168 2.748 -1.250 -1.1091
C 5.232 2.869 -1.098 -1.1210
C 3.598 1.974 1.325 -1.1238
H 3.365 -5.347 1.222 0.2526
H 4.552 -4.051 1.081 0.2441
H 3.290 -4.235 -0.147 0.2448
H 0.270 -4.473 1.863 0.2616
H 0.430 -3.505 0.404 0.2273
H -0.058 -2.743 1.946 0.2472
H 2.524 -4.367 4.064 0.2520
H 2.031 -2.685 4.295 0.2493
H 3.727 -3.077 3.975 0.2460
H 3.781 -1.118 1.482 0.2564
H 2.148 -0.706 2.016 0.2341
H 3.806 0.248 -2.304 0.2550
H 4.735 -0.303 -0.921 0.2555
H 2.176 2.700 -2.342 0.2439
H 2.100 3.802 -0.966 0.2528
H 1.254 2.259 -0.894 0.1952
H 5.317 2.859 -2.187 0.2463
H 6.131 2.404 -0.687 0.2491
H 5.217 3.911 -0.771 0.2506
H 2.677 1.515 1.693 0.2251
H 3.619 3.006 1.686 0.2546
H 4.442 1.451 1.781 0.2481
C -3.665 2.392 0.908 -0.9360
P -2.086 2.717 0.045 0.7266
C -1.641 4.355 0.725 -0.9296
C -2.672 3.173 -1.632 -0.9342
H -4.359 3.220 0.756 0.2311
H -3.471 2.269 1.974 0.2543
H -4.113 1.468 0.544 0.2430
H -2.466 5.055 0.585 0.2332
H -0.754 4.745 0.225 0.2380
H -1.427 4.267 1.790 0.2476
H -3.454 3.932 -1.574 0.2334
H -3.068 2.294 -2.143 0.2344
H -1.842 3.566 -2.221 0.2385
```

Output
HOMO-LUMO gap	7.453	eV
E_LUMO	-2.9	eV
charge	+1
F_max	1.7	eV/A
energy relative to the best compared isomer or geometry (same formula, charge and spin)	10.7	kcal per mole
energy	-70320.0592	eV

=====

charge of number 3 (C19H41IInNO4S)?
0